C6H6O | the ωB97M-V functional and the def2-TZVPD basis

```
13
Properties=species:S:1:pos:R:3:forces:R:3:lowdin_charge:R:1
C -1.141810 -0.192566 -1.504079 -0.19 4.72 1.24 -0.154
O -0.354254 -1.090701 -1.945465 2.70 -5.02 -1.44 -0.009
C 0.688440 -1.425387 -1.008993 -3.45 2.64 -1.60 -0.012
C 0.580520 -0.550389 -0.077333 -1.98 6.18 2.77 -0.211
C -0.557490 0.408716 -0.405315 0.73 -1.75 2.06 -0.103
C -0.531763 1.142093 1.030927 0.91 -0.87 0.06 -0.071
C 0.939442 0.238854 1.232807 -1.81 -2.12 0.27 -0.066
H -1.782681 0.225268 -2.274788 -0.50 -0.33 0.45 0.128
H 1.277761 -2.203010 -1.128767 2.33 -3.60 -1.34 0.073
H -0.413375 2.231402 1.262243 0.46 -0.61 -1.39 0.075
H -1.462368 1.008808 1.695924 1.58 -1.04 -0.86 0.101
H 0.853755 -0.636163 2.063107 0.82 2.81 -1.21 0.134
H 1.903823 0.843076 1.059732 -1.58 -0.99 0.99 0.115
```
Positions in Å, forces in eV/Å.

Computed properties:
multiplicity	1
frontier orbital gap	0.3556	hartree
maximum force	7.1	eV/A
DFT total energy	-307.2948	Eh
energy relative to the best compared isomer or geometry (same formula, charge and spin)	105.8	kcal per mole
structure (SMILES)	c1occ2c1CC2